9 unconnected molecules or ions with the total composition C27H81O36P9 in a non-equilibrium geometry. Source: OMol25; level of theory: wB97M-V/def2-TZVPD.

SMILES: COP(=O)(OC)OC.COP(=O)(OC)OC.COP(=O)(OC)OC.COP(=O)(OC)OC.COP(=O)(OC)OC.COP(=O)(OC)OC.COP(=O)(OC)OC.COP(=O)(OC)OC.COP(=O)(OC)OC
Highest occupied orbital energy: -10.33 eV
Energy above the lowest of the compared OMol25 structures with the same formula, charge and spin: 896.3 kJ/mol
Orbital gap: 10.114 eV

```
153
Properties=species:S:1:pos:R:3:forces:R:3:lowdin_charge:R:1
C -1.185315 -2.896946 -1.689507 -0.2 -0.9 -2.4 -0.15
O -0.623010 -1.633839 -1.502979 1.8 0.8 0.1 -0.24
P 0.702926 -1.219874 -2.415930 -1.9 -0.6 1.6 0.53
O 0.241149 -0.658653 -3.680879 0.6 0.3 -0.3 -0.23
O 1.402735 -0.196768 -1.330308 0.8 -3.4 -2.3 -0.22
C 0.773175 0.946012 -0.865326 -1.0 1.8 -0.4 -0.14
O 1.548911 -2.615954 -2.600588 -0.5 1.9 1.6 -0.23
C 1.308650 -3.540767 -3.661065 0.7 0.2 -1.4 -0.12
H -2.273024 -2.854632 -1.746060 -0.1 0.0 1.5 0.10
H -0.661397 -3.715210 -1.195487 -0.6 0.3 0.9 0.10
H -1.085659 -3.190470 -2.734499 0.5 0.0 -0.5 0.06
H -0.244657 1.091034 -1.227399 -0.6 -0.9 0.6 0.09
H 1.141530 1.848822 -1.352503 1.1 0.0 0.3 0.09
H 0.896317 0.974161 0.217337 -0.3 0.1 -0.2 0.10
H 2.271371 -3.776846 -4.114421 0.2 0.1 0.2 0.09
H 0.746349 -3.088491 -4.478000 -0.4 0.0 0.3 0.09
H 0.897466 -4.505856 -3.365047 -0.3 0.4 0.6 0.09
C -10.067388 -0.471751 -3.947422 -2.6 -0.1 0.4 -0.16
O -9.311852 -1.568741 -4.347277 2.8 -0.2 -2.1 -0.26
P -8.124400 -1.249719 -5.499638 -0.4 -2.7 2.5 0.45
O -8.599585 -0.859340 -6.806858 0.1 0.3 -0.4 -0.20
O -7.302096 -2.681280 -5.467058 -1.6 2.7 -0.6 -0.23
C -7.340333 -3.637974 -4.417685 0.6 -0.6 -0.9 -0.11
O -7.224727 -0.168124 -4.769119 0.7 -0.4 0.9 -0.21
C -6.686437 -0.413307 -3.426015 -0.7 0.1 0.2 -0.07
H -9.999912 -0.345762 -2.866831 0.6 0.6 -0.1 0.09
H -11.101559 -0.789219 -4.080814 -0.3 -0.1 0.1 0.09
H -10.079062 0.426656 -4.564520 1.0 0.1 0.2 0.10
H -8.336634 -3.889137 -4.053819 0.1 0.6 0.3 0.09
H -6.583456 -3.325381 -3.698297 -0.4 -0.4 0.5 0.08
H -7.005298 -4.521138 -4.961612 0.3 -0.3 0.5 0.09
H -7.335227 -0.986170 -2.763434 -0.7 0.0 -0.4 0.08
H -6.608563 0.562350 -2.946291 0.4 -0.1 -0.3 0.09
H -5.771603 -1.003576 -3.373435 0.3 0.5 -0.8 0.08
C 3.866084 8.130444 -4.666611 -0.9 0.0 -1.0 -0.12
O 4.798742 8.032253 -3.603460 0.8 -0.6 0.9 -0.22
P 4.846505 6.654660 -2.744535 0.4 0.2 0.1 0.47
O 4.249506 5.490876 -3.450421 0.2 1.4 1.3 -0.24
O 4.262750 7.101496 -1.294607 -0.5 -0.8 -0.9 -0.23
C 4.811741 8.178841 -0.525041 0.5 0.5 -0.7 -0.10
O 6.407388 6.423554 -2.358730 -1.4 0.1 -0.4 -0.23
C 6.762320 5.040023 -2.174452 1.2 -0.2 0.3 -0.11
H 3.029311 7.466638 -4.449115 -0.1 0.1 -0.4 0.08
H 4.270032 7.941168 -5.661148 0.6 -0.9 0.3 0.09
H 3.509035 9.140766 -4.866215 0.0 0.3 1.2 0.09
H 5.021237 7.873369 0.500081 -0.1 -0.3 -0.2 0.09
H 4.148160 9.043436 -0.509562 -0.3 -0.3 -0.1 0.09
H 5.726756 8.522763 -1.007276 0.2 0.0 0.3 0.08
H 6.888196 4.573579 -3.151531 0.0 -0.1 0.2 0.09
H 6.158919 4.413885 -1.517195 -0.9 0.5 -0.3 0.09
H 7.691416 5.058620 -1.604777 0.3 0.2 -0.5 0.09
C 11.043266 0.992644 -8.206550 0.5 -1.9 -0.2 -0.08
O 9.933934 0.946571 -7.301987 -0.9 0.3 0.7 -0.22
P 8.363279 0.841829 -7.549873 -1.3 -1.5 0.3 0.49
O 7.959132 0.021560 -8.741350 0.4 1.8 1.6 -0.27
O 7.737261 0.179442 -6.114715 0.8 0.7 -0.8 -0.27
C 6.326783 -0.050944 -5.687551 0.7 0.3 -1.7 -0.07
O 7.985875 2.414100 -7.467897 0.0 -0.5 -0.6 -0.24
C 6.717897 2.899595 -7.966251 -0.6 -1.6 0.3 -0.09
H 10.819238 0.653822 -9.218036 -0.6 0.7 -0.1 0.09
H 11.697442 0.175909 -7.901433 0.1 0.0 0.4 0.08
H 11.677996 1.878258 -8.176554 -0.9 0.4 0.2 0.09
H 6.179455 -0.854584 -4.966051 1.1 0.1 0.2 0.08
H 5.788945 -0.417834 -6.561754 -0.2 0.4 -0.1 0.08
H 5.898577 0.861125 -5.271778 0.1 0.0 -0.2 0.08
H 6.679364 2.981930 -9.052459 0.6 0.7 0.1 0.09
H 6.397725 3.761343 -7.380598 0.4 0.1 -0.4 0.09
H 5.978830 2.115526 -7.801607 -0.3 0.0 0.3 0.07
C 0.039917 7.270386 3.301934 1.7 -1.7 -1.8 -0.12
O 0.196991 8.614286 3.658009 -0.4 0.5 1.0 -0.20
P -0.474672 9.295387 4.926912 2.2 1.8 1.3 0.41
O -1.888837 9.576212 4.782834 -0.4 0.0 0.3 -0.22
O 0.029276 8.433627 6.201896 -0.4 0.0 -0.2 -0.26
C -0.156694 8.840420 7.618399 0.2 -0.4 -1.4 -0.04
O 0.432518 10.692457 5.120262 0.6 -1.5 -0.6 -0.25
C 1.923497 10.625485 5.182862 -0.8 -1.3 0.2 -0.08
H -0.890124 6.702423 3.325663 -0.4 0.9 0.9 0.10
H 0.870394 6.681035 3.690621 -0.3 -0.1 1.0 0.08
H 0.330475 7.185913 2.254785 -0.3 0.5 -0.4 0.09
H 0.791585 8.615482 8.106542 0.0 0.3 -0.1 0.08
H -0.912514 8.199991 8.073013 -0.2 0.2 -0.2 0.09
H -0.415523 9.898779 7.649728 0.0 -0.1 0.2 0.09
H 2.286519 9.601475 5.095083 -0.4 -0.3 -0.2 0.07
H 2.289712 10.888408 6.175264 -0.4 0.7 -0.1 0.08
H 2.435997 11.153085 4.378438 -0.6 0.5 0.1 0.08
C -0.266965 -1.547575 3.978101 -1.3 -0.8 0.9 -0.14
O 1.117905 -1.563632 4.068505 2.8 -0.7 -0.8 -0.26
P 1.936435 -2.971026 3.815193 -1.1 -0.2 -1.0 0.53
O 1.404619 -3.768758 2.653074 1.0 1.1 2.3 -0.26
O 3.490716 -2.526765 3.649558 -1.8 0.0 0.6 -0.23
C 4.195750 -2.837852 2.416664 0.1 -0.7 0.6 -0.07
O 1.722661 -3.666223 5.289133 1.3 0.5 -2.5 -0.21
C 1.864874 -2.871075 6.439411 -1.1 0.6 1.9 -0.14
H -0.612076 -0.659688 4.507876 0.0 0.2 -0.4 0.09
H -0.651802 -2.387975 4.555781 -0.3 -0.2 0.0 0.09
H -0.678235 -1.657996 2.974731 0.3 0.3 -0.1 0.09
H 4.903567 -3.621465 2.686948 -0.1 -0.2 -0.2 0.09
H 4.821099 -2.002365 2.102042 -0.6 0.3 0.0 0.09
H 3.470632 -3.198023 1.686878 0.3 0.2 -0.2 0.07
H 2.103900 -1.811263 6.351341 0.3 -0.2 -0.8 0.09
H 2.523244 -3.277614 7.207123 0.3 -0.4 -0.5 0.09
H 0.874426 -2.869806 6.894503 -0.1 0.0 0.2 0.09
C -2.791263 -8.110930 -5.164819 1.0 0.1 -1.7 -0.10
O -2.156305 -8.186936 -3.862116 -1.1 0.3 -0.3 -0.21
P -2.992972 -8.935760 -2.727699 -0.1 0.9 2.1 0.41
O -4.371209 -8.447483 -2.465919 1.5 -0.8 -0.5 -0.24
O -1.973364 -8.870591 -1.436391 -1.2 1.0 -2.7 -0.25
C -2.453956 -8.705098 -0.106823 0.6 -0.6 0.3 -0.09
O -2.826265 -10.442607 -3.157912 -0.8 -0.4 0.5 -0.21
C -1.549460 -11.032967 -2.942436 0.7 -0.4 -1.9 -0.10
H -3.692982 -8.660831 -5.434257 -0.3 -0.2 1.3 0.09
H -2.084447 -8.507118 -5.893890 0.4 -0.2 0.2 0.08
H -2.946652 -7.098590 -5.537822 0.0 0.3 0.9 0.09
H -1.974258 -9.590944 0.309419 -0.6 0.2 1.1 0.09
H -3.538894 -8.690298 -0.002951 0.1 -0.2 -0.2 0.09
H -2.044752 -7.802252 0.346516 0.1 0.0 -0.2 0.09
H -1.448833 -11.764196 -3.744493 -0.3 -0.6 0.4 0.09
H -1.393160 -11.479700 -1.960544 -0.2 0.4 -0.1 0.10
H -0.778834 -10.342435 -3.285072 0.2 0.3 0.9 0.09
C 1.627329 2.838616 6.685028 -0.4 -0.4 1.9 -0.08
O 2.788417 3.121451 7.520376 0.7 0.5 -1.8 -0.23
P 4.192316 3.115926 6.725591 2.8 -1.0 1.1 0.51
O 4.790207 1.718785 6.702918 -1.2 3.3 -0.6 -0.27
O 4.123378 3.972087 5.307501 -0.9 -2.2 1.1 -0.27
C 4.631263 3.411780 4.048886 0.4 0.5 0.3 -0.07
O 5.089961 4.181403 7.634259 -1.6 -1.0 -1.4 -0.22
C 4.840228 5.582418 7.505615 1.2 1.3 1.4 -0.14
H 1.072058 2.029951 7.160260 0.4 -0.4 0.0 0.08
H 1.911675 2.510320 5.685302 -0.4 0.7 -0.1 0.08
H 0.966309 3.676412 6.906940 0.1 0.3 -1.3 0.09
H 3.935783 3.632186 3.239051 0.1 0.6 0.2 0.08
H 4.786549 2.337683 3.947473 -0.1 -0.1 1.1 0.08
H 5.597589 3.911298 3.979638 -0.1 -0.1 -0.7 0.09
H 5.690237 6.128542 7.096555 0.0 -0.6 -1.6 0.08
H 5.025042 6.063427 8.466118 -0.9 -0.6 0.9 0.08
H 3.881723 5.958647 7.148080 0.1 -0.7 -0.3 0.09
C -8.027548 -4.161443 2.155870 0.1 0.5 0.1 -0.10
O -8.957085 -5.228176 2.218600 -0.5 -1.2 0.4 -0.22
P -9.125064 -6.246399 3.458440 -0.6 -1.2 0.0 0.44
O -8.007729 -7.143852 3.818902 -0.2 1.1 -0.4 -0.24
O -9.697813 -5.370663 4.671982 0.1 0.3 -1.2 -0.20
C -8.994292 -5.160083 5.875824 0.5 -0.2 1.3 -0.12
O -10.441292 -7.078945 3.031222 1.0 2.4 1.8 -0.21
C -10.445599 -8.248691 2.300735 -0.7 -0.6 -2.2 -0.14
H -7.376825 -4.212598 1.282917 0.2 -0.8 0.2 0.09
H -7.455422 -4.128704 3.083072 0.2 0.3 -0.2 0.09
H -8.569763 -3.236939 1.957382 -0.2 0.1 0.6 0.09
H -9.643489 -5.460248 6.698348 0.1 -0.4 -0.1 0.09
H -8.738763 -4.131727 6.131319 -0.4 0.5 -0.9 0.08
H -8.032395 -5.672138 5.901386 -0.3 -0.5 -0.1 0.08
H -11.087351 -9.019327 2.727772 0.5 0.0 0.6 0.09
H -9.470331 -8.604300 1.968338 0.1 -0.1 0.6 0.09
H -10.983448 -7.984487 1.390229 0.0 -0.2 -0.4 0.09
```
Positions in Å, forces in eV/Å.